141
Properties=species:S:1:pos:R:3:forces:R:3 method="wB97M-V/def2-TZVPD" e_tot_ha=-3116.6105 max_force_ev_per_a=3.26 mol_weight_da=867.84 lumo_ev=2.022 multiplicity=1 homo_energy_ev=-6.98 charge=-1 gap_ha=0.3309
B 0.624960 1.943588 1.010307 -0.710 -1.634 -0.468
F 0.217849 3.155739 0.541216 -0.523 1.707 -0.176
F 1.811562 2.007441 1.671292 1.531 0.395 0.860
F -0.335421 1.359402 1.856963 -0.606 0.121 0.581
F 0.745152 1.084781 -0.091867 0.266 -0.544 -0.766
C 0.915853 4.763270 -10.959953 0.546 1.551 0.267
O 0.247944 3.872640 -10.116113 -0.820 0.640 -0.807
C 1.018901 3.541887 -9.001366 0.585 -2.293 0.479
C 0.152024 2.701742 -8.092441 -0.033 -0.427 -0.660
N -0.159927 1.408313 -8.746926 0.767 1.883 1.256
C -1.158814 0.713051 -7.936682 -1.289 -0.738 -2.741
C -2.603074 1.050030 -8.467122 -0.089 -0.230 0.993
O -2.989318 0.511094 -9.716495 0.680 0.470 -1.397
C -3.247863 1.499520 -10.745514 -0.207 -1.272 0.734
H 1.217087 5.603235 -10.333990 0.262 0.371 0.007
H 0.321073 5.230420 -11.744879 -0.639 -0.634 0.125
H 1.834522 4.428843 -11.441926 0.073 -0.767 0.107
H 1.505969 4.332688 -8.430824 -0.165 0.564 -0.428
H 1.741355 2.820408 -9.382963 0.914 0.224 0.204
H -0.725467 3.327416 -7.929227 -0.463 -0.103 0.492
H 0.621929 2.408274 -7.153729 0.169 0.627 0.074
H -0.450184 1.652042 -9.683105 -0.533 -0.500 -0.123
H -1.110989 0.926661 -6.868890 0.276 0.060 -0.162
H -0.898923 -0.319115 -8.171591 -0.694 -0.451 0.728
H -2.675684 2.137549 -8.479387 -0.098 0.214 -0.030
H -3.400879 0.665909 -7.831466 0.297 0.135 0.771
H -3.601995 0.958106 -11.622748 0.397 -0.161 -0.060
H -2.342024 2.063239 -10.968647 -0.199 0.288 -0.042
H -4.112341 2.098165 -10.458451 0.261 0.544 0.224
C -7.682027 -1.961540 4.850479 0.114 -1.332 -0.646
O -7.868873 -3.004933 5.792634 -0.676 -0.032 1.395
C -8.011694 -4.388848 5.365937 -0.863 2.201 -0.376
C -9.413316 -4.574034 4.601161 1.186 0.154 0.321
N -10.669065 -4.113069 5.219551 1.371 1.123 -0.931
C -10.925849 -4.678662 6.489520 -1.115 -0.771 0.382
C -12.369518 -4.359733 6.937122 0.188 0.086 0.424
O -12.443087 -3.063353 7.635781 -0.523 -1.617 -0.207
C -13.558431 -2.975533 8.518246 -0.153 0.539 0.308
H -8.553143 -1.790730 4.217958 -0.165 -0.332 -0.311
H -6.829954 -2.314095 4.269303 0.130 0.717 -0.613
H -7.501074 -0.977761 5.283532 0.318 -0.465 0.684
H -7.840868 -4.962590 6.276848 -0.667 -0.020 0.080
H -7.128145 -4.614551 4.768874 -0.247 -0.261 -0.762
H -9.467449 -5.629776 4.335518 -0.357 -0.199 0.150
H -9.343543 -4.055018 3.645219 0.185 0.088 0.025
H -10.619339 -3.118418 5.387734 0.194 0.439 -0.570
H -10.219278 -4.389984 7.267673 0.100 -0.038 0.231
H -10.801077 -5.728503 6.224255 -0.372 -0.568 1.051
H -12.776203 -5.189219 7.515617 0.298 0.151 0.924
H -13.041251 -4.408904 6.080125 0.111 0.706 -0.409
H -13.684300 -1.951247 8.869121 0.275 0.297 -0.526
H -13.481736 -3.498444 9.471544 0.605 -0.722 -0.106
H -14.521301 -3.267279 8.098873 0.069 -0.142 -0.519
C 7.067030 -5.875281 -1.657256 0.928 1.568 -0.294
O 5.813981 -5.391665 -1.238508 0.421 -1.281 0.505
C 4.899255 -5.269939 -2.301813 1.309 1.274 -0.008
C 3.632517 -4.683938 -1.804357 0.467 -0.881 0.741
N 2.937140 -5.717586 -1.016915 -1.457 1.634 -1.082
C 1.454195 -5.497399 -1.192523 1.928 -1.764 0.868
C 0.697456 -6.689410 -0.621792 0.289 1.530 1.704
O 1.201628 -6.969571 0.690444 0.539 -0.163 -0.644
C 0.648842 -8.093360 1.336672 0.361 0.817 0.284
H 7.796723 -5.763892 -0.855240 -0.404 -0.591 0.428
H 7.495935 -5.176046 -2.375039 -0.081 0.369 -0.558
H 7.164582 -6.828262 -2.177280 -0.706 -0.516 0.449
H 4.815889 -6.221539 -2.826798 -0.231 -0.059 -0.308
H 5.295773 -4.464527 -2.920014 0.366 -0.298 -0.931
H 3.146362 -4.265385 -2.685591 -0.748 -0.234 -0.061
H 3.944596 -3.831199 -1.201428 -0.324 0.067 0.308
H 3.227795 -6.594906 -1.424268 -0.328 -0.386 0.063
H 1.172338 -5.558374 -2.243687 -0.065 0.942 -0.308
H 1.259180 -4.561207 -0.669444 -0.421 -0.050 -0.343
H 0.758220 -7.496743 -1.351605 -0.189 -0.477 0.325
H -0.292875 -6.266419 -0.453260 -0.720 -0.730 -0.504
H 0.864093 -8.019896 2.402671 -0.192 0.520 0.119
H 1.190472 -9.007215 1.092520 -0.563 -0.382 -0.780
H -0.428478 -8.033287 1.182182 -0.166 -0.906 0.028
C 7.517796 7.008457 -1.011253 -0.286 0.872 -0.317
O 7.713180 6.420905 -2.265000 -0.805 -1.125 -1.756
C 6.637690 5.528096 -2.732270 0.796 -1.253 1.696
C 7.125361 4.083336 -2.577783 -0.921 0.511 0.367
N 8.397854 3.948712 -3.203785 1.713 -0.778 -2.261
C 8.410670 3.493300 -4.674934 0.697 0.905 2.089
C 9.819215 3.789891 -5.259655 -2.213 -0.274 -0.797
O 9.871545 5.208885 -5.472640 0.585 -0.568 0.940
C 11.122843 5.588790 -5.985659 0.205 0.001 0.074
H 7.164058 8.019159 -1.214876 -0.812 0.126 0.430
H 8.458631 7.226026 -0.505686 0.276 -0.776 -0.034
H 6.844711 6.411726 -0.395652 0.028 0.244 0.239
H 6.364429 5.469732 -3.785845 0.376 1.749 -0.233
H 5.737491 5.588683 -2.120647 -0.107 0.688 -0.067
H 6.319236 3.517649 -3.044973 0.170 -0.588 -0.150
H 7.161409 3.766044 -1.535609 0.112 0.035 0.135
H 8.772768 4.880927 -3.306287 0.317 0.240 0.600
H 7.693000 4.145243 -5.172944 -0.281 -0.622 -0.661
H 8.198022 2.425190 -4.629877 -0.223 0.115 -0.623
H 9.931586 3.385963 -6.265800 -0.302 -0.513 -0.212
H 10.534810 3.218771 -4.668172 0.660 1.041 0.591
H 11.092223 6.620488 -6.336024 -0.190 -0.043 0.115
H 11.405422 4.943935 -6.817783 0.033 -0.081 -0.290
H 11.898608 5.489183 -5.226485 0.160 0.085 0.134
C -6.333595 3.266166 -2.155093 -0.806 1.661 2.321
C -7.395149 2.543670 -2.832343 -1.049 -0.955 -0.758
O -8.671102 3.100059 -2.473652 0.396 -0.525 0.223
O -5.125419 2.649221 -2.267150 2.307 -0.466 -1.396
H -6.441094 3.190751 -1.073034 -1.551 0.570 0.277
H -6.424646 4.318318 -2.424876 0.647 0.379 -0.216
H -7.223248 1.515581 -2.513620 -0.692 -0.384 -0.141
H -7.329473 2.599258 -3.918941 0.397 -0.098 -0.136
H -9.287923 2.365632 -2.515551 -0.203 0.144 0.038
H -4.606008 3.033190 -1.556967 0.581 -0.339 -0.216
C 6.402005 0.545763 7.847750 0.348 -0.358 0.934
C 5.042878 1.248856 7.723103 -0.304 -1.173 -0.082
O 4.412467 1.524624 8.961585 0.642 0.287 0.409
O 6.443472 -0.776333 8.468216 -1.142 0.743 -0.561
H 7.045872 1.161961 8.475311 -0.012 0.418 -0.030
H 6.835984 0.547621 6.847867 -0.040 -0.254 -0.150
H 4.317344 0.688857 7.133102 0.345 -0.385 -0.323
H 5.270280 2.137122 7.133711 -0.023 0.425 0.188
H 3.457801 1.511262 8.861419 0.097 -0.021 -0.179
H 7.302415 -1.188430 8.349967 0.073 0.320 -0.216
C 1.502717 -4.802110 6.867875 -0.616 -0.469 1.068
C 0.549529 -4.009676 6.013043 0.340 -0.099 -0.013
O 1.273723 -3.555695 4.930971 0.952 0.717 -1.983
O 2.135575 -5.891627 6.188386 -0.266 0.847 -0.295
H 0.969401 -5.207712 7.727628 -0.314 -0.035 0.177
H 2.129978 -4.014991 7.286321 1.003 -0.377 -0.203
H 0.354693 -3.051527 6.494788 -1.091 -0.663 1.231
H -0.320055 -4.546349 5.633688 -0.333 -0.152 0.530
H 0.917923 -2.679067 4.768138 0.387 0.022 -0.691
H 2.625761 -6.435313 6.809456 -0.058 0.216 0.162
C -1.607454 6.372171 6.646705 0.368 -1.437 -2.211
C -0.736398 5.086120 6.547696 1.376 2.624 1.365
O -0.983988 4.148881 7.576958 -0.071 0.222 -0.792
O -2.973086 5.930097 6.549568 0.166 1.070 0.818
H -1.338782 6.978065 5.781366 -0.173 -0.233 -0.903
H -1.277374 7.145034 7.340838 -1.048 -0.877 1.478
H 0.215028 5.576772 6.753011 0.729 -0.682 0.164
H -0.599936 4.714320 5.532190 -0.750 -0.467 -0.039
H -1.916412 3.943587 7.476726 -0.272 -0.216 0.262
H -2.981667 5.483710 5.699713 -0.300 -0.041 -0.163